Record 1
61
Properties=species:S:1:pos:R:3:forces:R:3:mulliken_spin:R:1 method="wB97M-V/def2-TZVPD" total_charge=-3 orbital_gap_ev="2.72 / 7.89" e_lumo_ev="6.1 / 6.1" e_homo_ev="3.409 / -1.782" e_tot_ev=-204156.4410 mol_weight_g_mol=1327.8 spin_multiplicity=2
Pb 0.080 -0.017 0.063 1.2437 0.7957 0.6733 -0.0619
C 0.391 2.581 3.919 0.8517 0.6771 -1.1337 -0.0051
F 0.822 3.742 4.568 -1.1077 -2.1446 -0.6714 -0.0001
F 0.402 1.524 4.753 -0.3026 1.8819 -0.5108 0.0012
F -0.813 2.778 3.343 1.1641 0.2481 1.8127 0.0006
S 1.583 2.203 2.435 4.1548 -2.6132 0.7453 0.0761
O 2.726 3.203 2.525 -3.6852 -2.7855 -0.2384 -0.0016
O 1.960 0.761 2.590 -1.3077 3.4801 0.0890 0.0209
N 0.588 2.199 1.041 1.8684 1.7618 2.1879 0.0945
S 0.840 3.686 0.534 -1.4289 3.8613 0.4506 0.0576
O 0.684 4.707 1.608 -0.2175 -1.6906 -1.7172 -0.0003
O 1.921 3.880 -0.369 0.4915 -0.2643 -0.5349 0.0101
C -0.655 3.982 -0.564 0.8247 2.5535 0.9110 -0.0018
F -0.470 5.182 -1.250 -0.0779 -0.6833 1.0081 0.0001
F -0.701 3.100 -1.498 -0.9046 -1.4316 -0.5780 0.0282
F -1.774 4.166 0.185 0.5758 -0.8041 -1.0220 0.0003
C -2.950 0.161 3.020 -0.2426 -0.0992 0.9037 -0.0077
F -3.449 0.399 4.294 0.6981 -0.4050 -0.9945 -0.0010
F -4.016 -0.194 2.287 0.8762 0.3269 0.0320 -0.0002
F -2.415 1.317 2.616 -0.8074 -1.5895 -0.2365 0.0099
S -1.655 -1.314 3.179 1.9188 3.2424 0.0068 0.0252
O -0.494 -0.697 3.835 -1.9611 -1.0929 -1.8457 0.0146
O -2.355 -2.299 3.946 -0.2588 -0.1823 -0.6325 0.0012
N -1.347 -1.638 1.398 -0.1406 5.1610 4.9333 0.0259
S -1.753 -3.036 1.342 -3.2642 -8.6496 -3.5786 0.0178
O -0.910 -3.980 2.039 -0.3015 -0.0104 0.4205 0.0039
O -3.215 -3.299 1.304 1.8783 0.2961 0.3547 0.0060
C -1.291 -3.511 -0.496 -1.2527 -0.0839 2.3244 0.0220
F -1.988 -2.832 -1.377 -0.5842 -0.1217 -0.7176 0.0036
F -0.024 -3.270 -0.743 0.8505 -0.6226 -0.2378 0.0078
F -1.617 -4.854 -0.615 0.8300 1.3262 -0.2727 -0.0001
C 3.457 -3.204 -0.226 -0.2901 0.8269 0.0197 0.0280
F 2.537 -4.191 -0.183 0.9034 0.0937 0.7234 0.0016
F 4.701 -3.645 0.067 -0.8641 -0.2718 -0.0707 -0.0002
F 3.445 -2.813 -1.501 0.3269 0.2040 0.1545 0.0034
S 2.967 -1.715 1.009 1.2921 0.6488 0.9200 0.1033
O 1.749 -2.136 1.602 -1.3281 -0.7849 -0.0790 0.0247
O 4.035 -1.470 2.008 -1.1474 -0.5054 -2.3945 0.0376
N 2.401 -0.496 -0.164 1.9333 -2.4824 1.0604 0.1409
S 3.718 0.325 -0.483 1.9311 -0.2635 -0.6946 -0.0160
O 3.848 1.394 0.449 0.2837 1.1054 -0.4810 0.0175
O 4.950 -0.488 -0.660 -1.9098 0.9508 -0.4524 0.0090
C 3.270 1.011 -2.242 -1.6087 0.4566 2.5983 0.0131
F 1.976 1.256 -2.384 -1.4373 -1.9604 0.0239 0.0385
F 3.705 2.195 -2.402 3.3088 3.7453 0.2940 0.0030
F 3.772 0.305 -3.187 0.4567 -2.3447 -1.7402 -0.0008
C -4.111 -0.464 -1.736 0.9737 0.1916 0.3458 0.0090
F -3.989 -1.399 -0.820 -0.3267 0.5526 1.1488 0.0019
F -4.115 -1.130 -2.866 -0.2524 0.3074 -1.2310 -0.0002
F -5.264 0.215 -1.602 0.1220 -0.2004 0.0898 -0.0014
S -2.639 0.805 -1.659 0.8462 -0.0854 0.2829 0.1309
O -2.969 1.853 -2.610 0.0284 -1.0550 0.7973 0.0132
O -2.477 1.210 -0.264 -0.4911 -0.8769 -1.2010 0.0130
N -1.162 -0.144 -2.008 -4.4550 1.1461 -0.0725 0.0626
S -0.984 0.043 -3.563 1.4956 -0.1515 -2.2557 -0.0189
O -2.141 -0.104 -4.433 0.6711 -0.6420 0.5708 0.0024
O -0.183 1.210 -3.805 0.2180 -0.1610 -0.6129 0.0229
C 0.164 -1.501 -4.011 -0.9836 1.4178 3.1725 -0.0032
F 1.139 -1.708 -3.063 -0.5403 0.6281 -1.4957 0.0137
F -0.564 -2.610 -3.981 -0.1325 -0.2801 -0.8278 0.0013
F 0.656 -1.238 -5.195 0.5949 -0.5472 -0.5240 0.0018

***

Record 2
40
Properties=species:S:1:pos:R:3:forces:R:3:nbo_charge:R:1 method="wB97M-V/def2-TZVPD" orbital_gap_ev=8.73 e_lumo_ev=0.5 e_homo_ev=-8.193 e_tot_ev=-26002.8750 mol_weight_g_mol=280.3
C -1.219 -1.067 -0.238 1.7090 0.7359 3.4756 -0.1759
C 0.081 -0.384 -0.582 3.4910 4.0403 2.5097 0.6896
C -1.235 -1.663 1.184 2.8592 1.8371 3.3348 -0.4133
C -1.685 -0.693 2.351 0.0620 -1.1924 -3.7493 -0.0876
C -0.886 0.349 2.765 -0.2307 -0.3575 2.6093 -0.1679
C -3.027 -0.821 2.763 -1.4286 -2.2479 -3.6097 -0.1769
C -1.403 1.153 3.811 4.9569 2.2379 -1.0360 -0.2693
C -3.402 -0.093 3.784 -1.7367 2.5588 3.8365 -0.2988
C -2.606 0.964 4.329 -0.2213 -3.9920 -3.5131 0.2899
C 1.722 0.281 -2.278 -2.9569 1.2767 2.8547 -0.2094
C 1.366 1.286 -3.349 -2.5627 4.7916 -4.1114 0.7985
C 3.165 -0.254 -2.398 0.7650 1.5986 -1.2542 -0.3306
C 3.939 -1.019 -1.274 -0.7288 2.4656 1.3455 -0.6358
C 3.276 -0.990 -3.690 3.2333 -3.6897 -2.7191 -0.5596
H -2.207 -2.733 -1.165 3.3024 2.9163 -0.0125 0.3696
H -0.462 -2.695 -0.961 -1.7635 1.2206 -0.9290 0.3701
H -2.035 -0.404 -0.137 -0.9275 1.1630 -0.9721 0.2367
H -1.840 -2.501 1.228 -1.7067 -1.5664 -0.3255 0.2053
H -0.267 -2.082 1.655 -0.7288 0.6658 -1.5880 0.2212
H 0.196 0.467 2.639 -0.7238 -0.3143 -0.8894 0.2475
H -3.982 -1.391 2.121 3.4482 1.0307 2.0055 0.2150
H -0.669 2.006 4.188 -1.9602 -1.7680 -0.5936 0.2147
H -4.343 -0.244 4.333 -0.0585 0.0708 -0.6589 0.1923
H -3.953 1.581 5.367 -1.2511 -0.0698 0.4769 0.4776
H -0.136 -1.040 -2.413 0.4023 -0.0691 -0.8214 0.4466
H 1.538 1.146 -1.383 1.2272 -2.2263 -1.6118 0.3347
H 3.772 0.850 -2.628 -1.4440 -3.7354 1.1270 0.2955
H 3.898 0.008 -0.579 0.8522 -3.4585 -0.4619 0.2325
H 4.942 -1.062 -1.841 -1.2114 -0.5334 1.7465 0.2284
H 3.544 -2.089 -0.710 1.0090 3.3860 -2.0057 0.2400
H 2.932 -2.474 -3.601 1.0015 4.6066 -0.2543 0.1840
H 4.652 -0.941 -4.032 -4.3846 -0.5787 0.9254 0.1998
H 2.757 -0.567 -4.609 0.4809 -0.6363 1.2732 0.2109
H 2.907 2.650 -4.146 -1.7383 -1.7830 2.7433 0.5136
N -1.262 -2.004 -1.210 -3.2861 -8.2488 -2.4656 -0.8220
N 0.622 -0.670 -1.855 0.6035 2.0201 1.7059 -0.6377
O 0.677 0.408 0.267 -2.1851 -3.0822 -3.5732 -0.6466
O -3.040 1.745 5.212 -1.1754 3.4151 4.0012 -0.6275
O 0.319 1.722 -4.080 6.8255 -3.5509 4.9181 -0.5686
O 2.635 2.117 -3.268 -1.8183 1.0633 -3.7331 -0.7865

***

Record 3
16
Properties=species:S:1:pos:R:3:forces:R:3:nbo_charge:R:1 method="wB97M-V/def2-TZVPD" orbital_gap_ev=8.44 e_lumo_ev=-0.4 e_homo_ev=-8.842 e_tot_ev=-17653.8480 smiles="CN1CC(C=S)C1" mol_weight_g_mol=115.2
C -2.112 -0.014 0.359 -2.7532 1.7155 0.4019 -0.4201
C -0.017 1.013 -0.254 0.1742 2.7471 -1.6242 -0.2117
C 1.131 0.016 -0.516 -0.9079 -0.9665 -0.2730 -0.3408
C -0.056 -1.040 -0.285 0.7420 0.4731 -0.9931 -0.1937
C 2.340 -0.054 0.342 1.1234 0.1213 -1.5885 -0.2061
H -1.837 0.397 1.363 0.0615 -0.7607 -0.3603 0.1684
H -2.526 -1.018 0.400 -0.1478 -0.0378 0.3118 0.2036
H -2.957 0.690 0.033 0.9605 -0.9915 0.2734 0.1982
H -0.063 1.881 -0.987 0.2907 -0.9033 0.7439 0.2035
H 0.012 1.540 0.740 -0.4215 -1.1217 -0.3606 0.1915
H 1.377 -0.012 -1.569 0.2029 0.1860 -0.1927 0.2258
H -0.114 -1.803 -1.052 0.2510 -0.5952 0.3387 0.2067
H -0.120 -1.397 0.744 0.0908 -0.1887 -0.0072 0.1804
H 2.068 -0.216 1.340 -0.0805 -0.1256 1.7924 0.1719
N -1.066 0.009 -0.587 2.2912 0.4537 1.2892 -0.4202
S 3.938 0.007 -0.070 -1.8772 -0.0059 0.2485 0.0426

***

Record 4
15
Properties=species:S:1:pos:R:3:forces:R:3:nbo_charge:R:1 method="wB97M-V/def2-TZVPD" orbital_gap_ev=10.93 e_lumo_ev=0.4 e_homo_ev=-10.482 e_tot_ev=-69230.7841 smiles="O=S1(=O)CCC(Cl)(Cl)C1(Cl)Cl" mol_weight_g_mol=258.0
C 1.026 -0.820 0.325 0.0983 -3.9180 0.0048 -0.5062
C 1.290 0.513 -0.230 0.4538 3.8485 -0.1040 -0.6611
C -0.409 -1.307 -0.102 0.4161 3.3428 -0.6036 -0.0588
C -1.333 0.188 0.322 0.2632 -2.7864 -2.0161 -0.4204
O -0.346 2.614 0.776 0.9053 -1.3279 0.0896 -0.9095
O -0.535 1.989 -1.496 -0.4735 0.0242 -3.6230 -0.9192
S -0.234 1.554 -0.210 -0.0326 0.7409 3.2224 2.1495
Cl -0.418 -1.683 -1.865 -0.1795 0.7874 0.3693 -0.0001
Cl -1.004 -2.684 0.679 -0.3665 -0.6849 1.0444 0.0840
Cl -1.561 0.277 1.985 0.1971 -0.2529 1.8784 0.1037
Cl -2.913 0.175 -0.440 0.2986 0.1393 -0.5164 0.0632
H 1.812 -1.498 -0.151 -1.1588 0.4984 0.6503 0.2561
H 1.053 -1.102 1.423 0.2912 1.4074 -1.0106 0.2654
H 2.050 1.152 0.304 -0.6441 -0.8941 -0.3020 0.2751
H 1.522 0.631 -1.321 -0.0687 -0.9247 0.9165 0.2783

***

Record 5
18
Properties=species:S:1:pos:R:3:forces:R:3:nbo_charge:R:1 method="wB97M-V/def2-TZVPD" total_charge=-1 orbital_gap_ev=5.98 e_lumo_ev=3.7 e_homo_ev=-2.297 e_tot_ev=-18141.3203 smiles=C[C@@H](C[S-])NCN mol_weight_g_mol=119.2
C 1.020 -0.218 -1.209 -0.5442 0.6224 2.8932 -0.6302
C -0.189 0.521 -0.513 0.2388 1.6017 -0.2116 -0.0434
C -1.267 0.889 -1.606 1.5781 -2.0061 -0.4063 -0.5304
S -0.760 2.228 -2.708 -0.2038 0.4949 0.2257 -0.6982
N -0.729 -0.224 0.598 -1.4285 -1.3274 -0.0141 -0.6962
C -0.171 -0.612 1.872 0.0075 0.0016 1.0595 -0.0282
N 1.310 -0.552 2.129 -2.0696 -0.9495 -0.6024 -0.8391
H 1.623 -0.499 -0.302 0.1340 0.1314 -1.2891 0.1683
H 1.553 0.487 -1.854 -0.2325 -0.5402 -0.1939 0.2413
H 0.630 -1.153 -1.602 0.1710 0.0983 -0.6221 0.1939
H 0.154 1.487 -0.073 0.2646 -0.2164 -0.6636 0.1558
H -1.189 -0.011 -2.262 -0.5994 0.2376 0.3766 0.1710
H -2.280 0.874 -1.211 -0.1789 0.5245 0.2949 0.1683
H -1.743 -0.398 0.648 0.9498 0.4088 -0.6455 0.3671
H -0.582 -0.087 2.735 -0.3177 0.9282 -0.0668 0.1313
H -0.618 -1.603 2.038 0.9463 -0.3769 0.2313 0.1538
H 1.634 -1.410 1.688 0.7551 0.6170 -0.2366 0.3507
H 1.605 0.280 1.634 0.5296 -0.2500 -0.1291 0.3641